The following is a quantum chemistry calculation of a 11-piece molecular cluster, C66H161N7O12 overall at a distorted geometry, from the OMol25 dataset.

Geometry as ORCA input:
```
! RIJCOSX wB97M-V def2-TZVPD def2/J DEFGRID3
* xyz 0 1
C -0.9247 1.1169 -4.1039
C -1.2806 -0.0452 -5.0582
N -0.5198 -1.2253 -4.8093
C -0.7177 -1.7883 -3.4422
C -2.0169 -2.4887 -3.2819
C -0.7877 -2.1548 -5.8930
C -0.2739 -3.5868 -5.7188
H -1.0643 2.0921 -4.5498
H 0.0907 0.9813 -3.7985
H -1.6477 1.1592 -3.2081
H -2.3514 -0.2348 -4.9864
H -1.1098 0.2170 -6.1130
H -0.0485 -2.5926 -3.3203
H -0.5435 -1.0020 -2.8088
H -2.1962 -3.0424 -2.3498
H -2.8854 -1.8301 -3.3215
H -2.1709 -3.2279 -4.0940
H -0.4349 -1.6717 -6.7698
H -1.9423 -2.3339 -5.9506
H 0.7604 -3.5827 -5.3990
H -0.4384 -4.1509 -6.6865
H -0.8533 -4.1166 -4.9505
C 2.5342 -3.8327 -1.0650
C 3.4696 -4.0376 -2.2752
N 4.1260 -2.8065 -2.6332
C 3.2176 -2.0122 -3.5254
C 3.4661 -0.5585 -3.4897
C 5.3597 -3.0550 -3.4644
C 6.5338 -3.6504 -2.5994
H 3.1382 -3.4297 -0.2930
H 2.1778 -4.7885 -0.6411
H 1.7021 -3.2399 -1.2864
H 4.2032 -4.8251 -1.9805
H 2.9504 -4.3702 -3.2368
H 3.3541 -2.3963 -4.5285
H 2.1894 -2.2534 -3.2094
H 2.7000 -0.1464 -4.1527
H 3.3102 -0.1466 -2.4539
H 4.4610 -0.3798 -3.9961
H 5.7065 -2.0569 -3.6952
H 5.1033 -3.7446 -4.3077
H 7.3701 -3.8397 -3.2548
H 6.3421 -4.5076 -1.9912
H 6.8768 -2.7737 -1.9780
C 8.0323 0.4054 0.5890
C 7.1868 -0.8586 0.4976
N 6.1695 -0.9033 1.5749
C 5.1096 -1.8176 1.2087
C 5.4841 -3.2835 1.0006
C 6.7584 -1.1690 2.8937
C 5.7157 -1.1190 4.0454
H 7.3384 1.2350 0.6819
H 8.6455 0.6072 -0.2463
H 8.5795 0.3726 1.5786
H 6.6157 -0.8566 -0.4114
H 7.8660 -1.7226 0.6212
H 4.3130 -1.7157 1.9407
H 4.6811 -1.4699 0.2135
H 4.6026 -3.8322 0.9902
H 5.9262 -3.3769 0.0452
H 6.1702 -3.6877 1.7406
H 7.5510 -0.4156 2.9575
H 7.2548 -2.0957 3.0120
H 5.0167 -0.2845 3.9148
H 6.3043 -1.0139 4.9671
H 5.1462 -2.0516 4.1439
C 6.5555 5.5788 -1.4513
C 5.3499 4.5926 -1.4188
N 4.1958 5.0554 -2.2772
C 2.9552 4.8594 -1.4420
C 2.7992 6.0341 -0.4918
C 4.1146 4.2592 -3.5467
C 3.3452 5.0558 -4.5967
H 7.3847 5.2480 -0.8563
H 6.2391 6.5322 -1.0825
H 6.9083 5.6772 -2.4983
H 5.7543 3.6266 -1.7788
H 4.9756 4.5271 -0.3768
H 2.9715 3.9476 -0.9133
H 2.0236 4.7414 -2.0904
H 1.7342 6.0643 -0.0199
H 3.1452 6.9525 -0.9390
H 3.4408 5.9270 0.4085
H 5.1095 3.9845 -3.9205
H 3.6193 3.2891 -3.3090
H 3.4088 4.5669 -5.5512
H 2.2558 5.1086 -4.4698
H 3.6913 6.0486 -4.5918
C 4.8338 2.1919 1.8875
C 5.2335 2.8009 3.2256
N 4.3678 2.4460 4.3529
C 4.9479 2.7376 5.6565
C 4.4045 2.0121 6.8238
C 2.9534 2.7472 4.2740
C 2.6703 4.3024 4.3797
H 3.8932 2.6154 1.4525
H 4.6940 1.0919 2.0240
H 5.5776 2.3809 1.0997
H 6.2497 2.3892 3.4152
H 5.3753 3.8893 3.3202
H 6.0266 2.6511 5.5545
H 4.7943 3.8213 5.7946
H 3.3139 2.1255 6.8125
H 4.5117 0.9632 6.7663
H 4.8431 2.3207 7.7888
H 2.4783 2.1954 5.1072
H 2.5389 2.3419 3.3693
H 3.3989 4.9591 3.8829
H 2.5179 4.7129 5.3323
H 1.6561 4.5843 3.9257
C -0.6461 -5.7349 -2.1352
C -1.0542 -6.6084 -0.9775
N -1.1589 -5.9234 0.3770
C -2.3195 -4.9175 0.3949
C -3.6194 -5.5365 0.2242
C 0.0972 -5.3653 0.8891
C 1.0248 -6.5470 1.3200
H -1.4588 -5.0065 -2.2950
H -0.5808 -6.3224 -3.0294
H 0.2986 -5.2378 -1.9961
H -2.0948 -6.9812 -1.2079
H -0.4385 -7.4976 -0.8619
H -2.2007 -4.4287 1.4013
H -2.1642 -4.1297 -0.3627
H -3.8164 -6.4795 0.7970
H -4.4374 -4.8442 0.5813
H -3.8135 -5.6869 -0.8322
H -0.2178 -4.7310 1.6727
H 0.5686 -4.6832 0.2204
H 0.8224 -7.3691 0.5822
H 0.6666 -6.8142 2.3496
H 2.0664 -6.2361 1.3609
C 1.4089 -0.8267 2.3382
C 0.4580 0.2985 2.0050
N -0.1176 0.1665 0.6982
C 0.8774 0.2504 -0.3554
C 1.0444 1.7464 -0.8612
C -1.0068 -0.9742 0.4771
C -2.0948 -1.0487 1.5589
H 1.9953 -0.5277 3.1644
H 1.9772 -1.0704 1.5168
H 0.9315 -1.7889 2.6581
H -0.3981 0.3949 2.7034
H 0.9522 1.2517 1.9674
H 1.8993 -0.1400 0.0484
H 0.7227 -0.4160 -1.1642
H 1.2747 2.4708 -0.0659
H 1.9034 1.7551 -1.4978
H 0.1872 2.1462 -1.3602
H -0.4562 -1.8793 0.4375
H -1.5450 -0.8757 -0.4565
H -2.8373 -1.7209 1.2087
H -2.5249 -0.0823 1.6343
H -1.7779 -1.4208 2.5423
C -9.3560 3.6829 1.6890
O -8.5446 3.5343 0.5122
C -8.1088 4.7956 0.1122
C -7.1911 5.5523 1.0904
O -6.1379 4.7124 1.5529
C -5.1927 5.4309 2.3177
C -4.5242 4.4022 3.1328
O -3.6319 3.6625 2.3110
C -2.3748 3.3382 2.9049
H -10.1343 4.4539 1.4497
H -8.8061 4.0560 2.5379
H -9.7155 2.7207 1.9712
H -8.8742 5.4956 -0.1086
H -7.5014 4.6859 -0.7916
H -7.7319 5.9708 2.0049
H -6.6921 6.3395 0.5148
H -5.7171 6.1240 2.9958
H -4.5775 6.0270 1.5731
H -5.2967 3.7133 3.5608
H -4.0107 4.7205 4.0399
H -1.8630 4.2194 3.2838
H -1.7623 2.8571 2.1678
H -2.6215 2.6534 3.7427
C -1.1729 8.0818 -2.5926
O -1.9921 6.9266 -2.6844
C -1.2382 5.8247 -2.2414
C -2.1249 4.6473 -2.3827
O -2.8010 4.5190 -1.1504
C -3.5227 3.3282 -1.0972
C -4.9490 3.4667 -1.5872
O -4.9946 3.5288 -3.0158
C -6.3219 3.5680 -3.4598
H -1.6281 8.8988 -3.1472
H -0.2378 7.9069 -3.0812
H -0.9728 8.3880 -1.5347
H -0.8625 5.9309 -1.1958
H -0.2711 5.8034 -2.8416
H -1.5200 3.8151 -2.6155
H -2.9008 4.8246 -3.1532
H -3.5979 3.0517 -0.0856
H -2.9625 2.5046 -1.4953
H -5.3385 4.3932 -1.1220
H -5.6234 2.6907 -1.1886
H -6.8041 2.6713 -3.1639
H -6.3139 3.7058 -4.5226
H -6.8348 4.4215 -2.9827
C 3.2627 -4.2695 3.7713
O 1.8786 -3.8552 3.9196
C 1.4795 -4.3269 5.1801
C -0.0284 -4.1133 5.3912
O -0.6967 -5.0106 4.5382
C -2.0981 -4.9994 4.5748
C -2.6082 -6.0631 3.5917
O -2.7643 -7.3436 4.2500
C -3.1693 -8.2834 3.2995
H 3.7313 -3.7932 2.9296
H 3.4044 -5.3589 3.6027
H 3.8482 -3.8374 4.6266
H 1.9347 -3.7328 5.9355
H 1.7880 -5.3596 5.2615
H -0.2772 -3.0764 5.1964
H -0.2568 -4.4749 6.3865
H -2.3958 -4.0098 4.3027
H -2.4653 -5.2491 5.5805
H -1.8275 -6.0739 2.7671
H -3.5528 -5.6736 3.1962
H -4.1185 -7.8694 2.8013
H -3.3027 -9.2001 3.8712
H -2.4265 -8.4277 2.5291
C -8.7824 -0.9102 0.9112
O -7.4193 -0.8340 1.2553
C -6.8526 0.4723 1.0594
C -5.6232 0.3482 0.1949
O -6.0051 0.1348 -1.1965
C -4.8762 -0.0316 -2.0046
C -5.1307 -0.2740 -3.4582
O -5.3923 -1.6208 -3.7162
C -5.6170 -2.0018 -5.0699
H -9.4562 -0.3915 1.6517
H -9.0216 -1.9865 0.8867
H -8.8723 -0.4387 -0.1227
H -6.5892 0.7419 2.0440
H -7.5744 1.1362 0.6019
H -4.9846 -0.5463 0.5050
H -5.0854 1.2784 0.3264
H -4.3205 -0.8791 -1.7000
H -4.2154 0.8375 -1.8589
H -4.1382 0.0202 -3.9069
H -5.9262 0.3742 -3.8787
H -6.3447 -1.3170 -5.5170
H -6.1023 -2.9903 -5.0344
H -4.7160 -1.9391 -5.6889
*
```

Summary:
LUMO = 0.0242 Ha
SMILES = CCN(CC)CC.CCN(CC)CC.CCN(CC)CC.CCN(CC)CC.CCN(CC)CC.CCN(CC)CC.CCN(CC)CC.COCCOCCOC.COCCOCCOC.COCCOCCOC.COCCOCCOC
Highest occupied orbital energy = -0.2894 hartree
HOMO-LUMO gap = 8.53 eV